C4H9NO in the gas phase. Source: the Open Molecules 2025 dataset; level of theory: wB97M-V/def2-TZVPD.

Summary:
* SMILES string: CCN(C)C=O
* HOMO energy: -9.3 eV
* LUMO level: 0.89 eV
* HOMO-LUMO gap: 10.21 eV
* energy above the lowest of the compared OMol25 structures with the same formula, charge and spin: 16.39 kcal per mole
* multiplicity: 1
* maximum force: 1.17 eV/Å

Each line ends with the natural charge from an NBO analysis.
Positions of all 15 atoms, in Å:
C  1.30  1.32  -0.29  -0.617
C  -0.07  0.96  0.28  -0.224
N  -0.50  -0.42  0.01  -0.441
C  -0.13  -1.48  0.90  -0.400
C  -1.28  -0.63  -1.10  0.536
O  -1.62  0.22  -1.89  -0.616
H  1.28  1.17  -1.37  0.220
H  1.49  2.40  -0.11  0.215
H  2.11  0.70  0.16  0.201
H  -0.80  1.61  -0.21  0.232
H  -0.07  1.12  1.36  0.189
H  -0.59  -2.41  0.60  0.211
H  0.97  -1.65  0.93  0.194
H  -0.48  -1.22  1.91  0.194
H  -1.62  -1.68  -1.18  0.106